# 1
{
  "formula": "H10Li2O6",
  "method": "ωB97M-V with the def2-TZVPD basis set",
  "elements": ["Li", "Li", "O", "H", "O", "H", "O", "H", "H", "O", "H", "H", "O", "H", "H", "O", "H", "H"],
  "coordinates": [[7.697, -25.376, 18.432], [6.783, -22.996, 19.367], [6.553, -25.091, 19.914], [6.240, -25.151, 20.806], [8.405, -23.554, 18.135], [9.204, -23.121, 18.375], [9.774, -20.967, 18.925], [9.843, -21.097, 17.973], [9.146, -21.656, 19.221], [7.996, -22.345, 20.881], [7.897, -22.045, 21.790], [8.803, -22.878, 20.880], [5.542, -22.242, 17.906], [4.942, -21.578, 18.258], [5.158, -22.503, 17.063], [5.050, -21.967, 20.604], [4.177, -21.598, 20.433], [5.101, -22.036, 21.563]],
  "forces_ev_per_angstrom": [[-0.19, 1.27, 1.01], [0.24, -1.01, -0.19], [0.58, 0.49, -1.32], [-0.15, -0.28, 0.34], [-1.47, -0.86, 0.20], [1.01, -0.09, -0.13], [-0.11, -0.33, 0.20], [-0.10, -0.01, 0.07], [0.17, 0.79, -0.30], [0.24, 0.02, 0.22], [0.00, 0.10, -0.10], [-0.27, -0.18, -0.07], [-0.23, 0.21, -0.06], [0.06, 0.00, -0.03], [0.24, -0.12, 0.01], [-0.04, 0.19, 0.16], [0.01, -0.12, 0.08], [0.02, -0.06, -0.08]],
  "molar_mass_g_mol": 120.0,
  "lumo_ev": -0.1826
}

---

# 2
{
  "formula": "C3H4N2O3",
  "method": "ωB97M-V with the def2-TZVPD basis set",
  "elements": ["C", "C", "C", "H", "H", "H", "H", "N", "N", "O", "O", "O"],
  "coordinates": [[-0.085, 0.366, 0.936], [1.267, -0.369, -0.669], [0.047, 0.045, -0.398], [-1.970, 0.517, 0.454], [-1.789, -0.211, 2.614], [1.432, -0.925, -2.447], [-1.579, 1.207, -0.924], [-1.286, 0.530, 1.511], [1.134, 0.178, 1.428], [1.893, -0.641, 0.430], [1.983, -0.824, -1.721], [-1.049, 0.127, -1.215]],
  "forces_ev_per_angstrom": [[3.55, -2.85, 0.94], [1.71, -2.57, -1.69], [-3.16, 1.15, -2.94], [1.70, -0.67, 4.99], [2.44, 2.80, -4.79], [-1.65, -0.27, -2.41], [2.48, -4.56, -1.96], [-5.09, -0.56, 0.20], [0.12, -1.56, 2.82], [-0.12, 3.52, 2.43], [0.66, 0.66, 1.91], [-2.66, 4.91, 0.49]],
  "molar_mass_g_mol": 116.1,
  "de_lowest_kcal_mol": 183.69,
  "lumo_ev": -0.7850
}

---

# 3
{
  "formula": "C44H56O26",
  "method": "ωB97M-V with the def2-TZVPD basis set",
  "elements": ["C", "C", "C", "C", "C", "C", "C", "O", "C", "C", "C", "C", "C", "C", "C", "C", "C", "C", "C", "C", "C", "O", "H", "H", "H", "H", "H", "H", "H", "H", "H", "H", "H", "H", "H", "H", "H", "H", "H", "H", "H", "H", "H", "H", "H", "H", "O", "C", "O", "C", "C", "O", "H", "H", "H", "H", "O", "C", "O", "C", "C", "O", "H", "H", "H", "H", "O", "C", "O", "C", "C", "O", "H", "H", "H", "H", "O", "C", "O", "C", "C", "O", "H", "H", "H", "H", "O", "C", "O", "C", "C", "O", "H", "H", "H", "H", "O", "C", "O", "C", "C", "O", "H", "H", "H", "H", "O", "C", "O", "C", "C", "O", "H", "H", "H", "H", "O", "C", "O", "C", "C", "O", "H", "H", "H", "H"],
  "coordinates": [[4.736, 1.690, -3.187], [3.576, 1.666, -2.891], [2.282, 1.920, -2.315], [1.983, 1.610, -1.039], [2.860, 0.949, -0.075], [3.688, -0.055, -0.350], [0.608, 1.974, -0.534], [0.306, 1.664, 0.601], [-0.350, 2.716, -1.425], [-1.668, 3.129, -0.838], [-2.884, 2.697, -1.684], [-3.329, 1.275, -1.262], [-4.265, 1.419, -0.032], [-4.115, 0.546, -2.360], [-3.392, 0.427, -3.712], [-2.038, -0.271, -3.632], [-1.683, -1.203, -2.713], [-0.371, -1.048, -1.975], [-2.504, -2.405, -2.342], [0.001, 2.962, -2.689], [1.310, 2.573, -3.247], [1.604, 2.771, -4.406], [5.775, 1.785, -3.395], [2.785, 1.289, 0.954], [4.391, -0.441, 0.378], [3.663, -0.568, -1.304], [-1.668, 4.216, -0.700], [-1.787, 2.714, 0.162], [-2.686, 2.763, -2.753], [-3.710, 3.364, -1.428], [-2.455, 0.700, -0.950], [-4.817, 0.489, 0.092], [-3.643, 1.631, 0.839], [-4.951, 2.256, -0.168], [-5.087, 1.034, -2.500], [-4.304, -0.474, -2.018], [-3.257, 1.405, -4.177], [-4.045, -0.144, -4.392], [-1.320, -0.016, -4.414], [-0.584, -0.826, -0.926], [0.253, -1.950, -1.994], [0.172, -0.210, -2.415], [-2.513, -2.604, -1.266], [-3.534, -2.339, -2.697], [-2.034, -3.256, -2.841], [-0.673, 3.472, -3.369], [-7.281, -0.871, -3.888], [-7.570, 0.174, -4.368], [-8.307, 0.327, -5.497], [-8.632, 1.712, -5.627], [-7.533, 2.379, -4.830], [-7.203, 1.381, -3.861], [-8.639, 2.009, -6.673], [-9.622, 1.885, -5.201], [-6.648, 2.591, -5.433], [-7.859, 3.295, -4.343], [-6.607, 0.543, 4.370], [-5.446, 0.732, 4.527], [-4.852, 0.931, 5.732], [-3.432, 0.894, 5.536], [-3.301, 1.255, 4.077], [-4.531, 0.786, 3.526], [-2.926, 1.603, 6.185], [-3.069, -0.112, 5.748], [-3.231, 2.334, 3.917], [-2.453, 0.771, 3.600], [3.193, 4.024, -10.062], [3.196, 3.356, -9.080], [2.866, 2.039, -9.046], [3.209, 1.532, -7.753], [3.189, 2.778, -6.899], [3.527, 3.802, -7.846], [2.490, 0.784, -7.427], [4.199, 1.073, -7.807], [2.208, 2.986, -6.489], [3.911, 2.747, -6.087], [5.098, -1.922, -2.697], [6.267, -1.753, -2.590], [6.914, -1.573, -1.411], [8.320, -1.635, -1.665], [8.401, -1.266, -3.130], [7.137, -1.712, -3.629], [8.859, -0.944, -1.022], [8.670, -2.650, -1.469], [8.481, -0.188, -3.286], [9.217, -1.761, -3.649], [-1.927, -5.246, -0.442], [-1.001, -5.703, -1.024], [-0.737, -7.030, -1.141], [0.315, -7.187, -2.096], [1.006, -5.842, -2.046], [-0.057, -4.966, -1.667], [0.967, -8.011, -1.817], [-0.125, -7.396, -3.073], [1.786, -5.800, -1.284], [1.428, -5.545, -3.003], [-0.462, 0.776, 5.483], [-0.163, -0.274, 5.963], [-0.760, -1.447, 5.657], [0.011, -2.501, 6.249], [0.713, -1.786, 7.378], [0.810, -0.444, 6.881], [-0.629, -3.309, 6.592], [0.705, -2.893, 5.503], [0.126, -1.781, 8.298], [1.697, -2.196, 7.586], [0.909, -4.282, 9.810], [2.073, -4.081, 9.926], [2.702, -3.875, 11.105], [4.111, -3.898, 10.869], [4.199, -3.540, 9.404], [2.954, -4.028, 8.888], [4.621, -3.186, 11.512], [4.486, -4.901, 11.079], [4.251, -2.462, 9.237], [5.036, -4.017, 8.901], [1.101, 6.239, 5.662], [1.074, 5.301, 4.935], [1.174, 4.010, 5.339], [0.872, 3.171, 4.219], [1.181, 4.074, 3.049], [0.940, 5.377, 3.585], [1.479, 2.271, 4.233], [-0.178, 2.886, 4.261], [2.227, 4.009, 2.738], [0.544, 3.884, 2.188]],
  "forces_ev_per_angstrom": [[0.33, 0.05, -0.15], [-0.19, 0.48, 0.60], [0.56, -0.52, -0.50], [-0.79, 0.02, -0.16], [0.27, -0.10, 0.30], [-0.22, -0.10, -0.30], [0.32, 0.02, 0.15], [-0.13, 0.18, -0.13], [0.11, -0.23, 0.23], [-0.29, 0.22, -0.17], [0.11, -0.43, 0.72], [-1.01, 0.66, -0.03], [0.96, -0.19, -0.41], [0.64, -0.10, -0.25], [-0.45, -1.45, -0.66], [-0.42, 0.05, 0.17], [0.20, 0.22, -0.07], [0.42, -0.85, -1.23], [-0.56, 0.75, 0.72], [-0.01, 0.06, -0.04], [-0.25, -0.05, 0.43], [-0.16, -0.03, 0.22], [-0.06, -0.19, -0.17], [0.03, 0.23, -0.12], [-0.21, -0.04, 0.14], [0.23, 0.19, -0.07], [0.11, -0.01, -0.14], [0.18, -0.05, -0.03], [0.08, 0.11, 0.05], [0.01, 0.12, -0.35], [0.04, -0.10, -0.19], [-0.05, 0.10, 0.37], [-0.33, -0.12, 0.24], [-0.16, -0.16, -0.03], [0.14, -0.08, -0.01], [-0.25, 0.15, 0.13], [0.12, -0.05, -0.03], [-0.20, 0.29, 0.00], [0.54, 1.06, 0.90], [-0.10, 0.07, -0.03], [0.02, 0.07, 0.11], [0.16, -0.06, 0.14], [-0.01, -0.14, -0.06], [0.07, -0.04, -0.04], [0.03, -0.01, 0.09], [0.08, -0.02, -0.03], [0.04, -0.03, 0.01], [0.07, -0.14, 0.10], [0.08, 0.10, 0.10], [-0.15, 0.15, -0.14], [0.07, 0.29, 0.00], [-0.18, -0.04, -0.24], [0.04, -0.18, -0.04], [0.03, -0.01, 0.04], [-0.01, -0.05, -0.02], [0.04, -0.09, 0.17], [-0.04, -0.02, 0.00], [-0.02, 0.04, 0.03], [0.03, -0.02, -0.20], [0.17, 0.03, 0.13], [0.39, 0.06, -0.18], [-0.14, -0.02, 0.17], [-0.21, 0.02, 0.12], [-0.05, -0.01, -0.03], [-0.04, 0.00, 0.04], [-0.12, -0.09, -0.08], [0.00, 0.00, -0.04], [0.00, 0.09, -0.02], [0.04, 0.10, 0.09], [0.06, -0.20, 0.13], [0.05, -0.02, 0.09], [0.02, -0.20, -0.14], [-0.09, 0.04, -0.17], [0.01, 0.04, -0.02], [-0.03, 0.03, -0.05], [0.04, 0.17, -0.05], [-0.04, -0.07, -0.02], [-0.08, 0.01, -0.02], [0.03, 0.01, -0.16], [0.22, -0.01, 0.13], [0.23, 0.07, -0.08], [0.01, 0.02, 0.16], [-0.18, 0.05, 0.08], [-0.03, -0.01, -0.04], [-0.03, 0.00, 0.03], [-0.14, -0.09, -0.11], [-0.02, -0.02, 0.05], [-0.08, 0.07, 0.04], [0.09, 0.14, -0.05], [0.10, -0.18, -0.13], [0.23, 0.01, -0.10], [-0.03, -0.16, 0.02], [-0.12, -0.03, 0.15], [-0.01, 0.05, 0.01], [-0.03, -0.02, 0.02], [-0.12, 0.15, 0.01], [-0.03, -0.04, 0.00], [0.03, -0.01, 0.02], [0.11, 0.12, 0.06], [0.03, -0.32, 0.03], [0.11, -0.22, 0.29], [-0.13, -0.06, -0.16], [-0.17, 0.13, -0.06], [0.00, 0.08, -0.02], [-0.02, 0.01, -0.03], [0.07, 0.17, -0.06], [-0.04, 0.07, -0.15], [-0.10, -0.08, 0.04], [0.02, 0.00, -0.17], [0.25, -0.02, 0.13], [0.27, 0.08, -0.16], [0.00, 0.06, 0.31], [-0.18, 0.04, 0.07], [-0.03, -0.01, -0.04], [-0.04, 0.00, 0.04], [-0.14, -0.09, -0.12], [0.00, 0.04, 0.01], [0.01, 0.02, 0.07], [0.00, 0.13, -0.17], [-0.06, -0.14, -0.14], [0.08, -0.12, -0.31], [0.01, -0.13, 0.17], [0.03, 0.04, 0.19], [0.01, 0.01, 0.02], [0.00, 0.02, 0.03], [-0.07, 0.15, 0.03]],
  "molar_mass_g_mol": 1000.9,
  "smiles": "C#CC1=C(C=C)C(=O)C(CC[C@@H](C)CCC=C(C)C)=CC1=O.O=C1OCCO1.O=C1OCCO1.O=C1OCCO1.O=C1OCCO1.O=C1OCCO1.O=C1OCCO1.O=C1OCCO1.O=C1OCCO1",
  "lumo_ev": -1.7146
}

---

Record-wise energy values, in Ha: -472.5996, -451.6870, -3666.3745